# C5H8N3O2

An isolated ion of composition C5H8N3O2 and charge +1 (ωB97M-V/def2-TZVPD, the OMol25 dataset).

Values from the calculation:
Kohn-Sham gap: 0.38016 hartree
relative energy (zero: lowest compared OMol25 entry of this formula, charge and spin): 0.0 kcal per mole
total charge: +1
SMILES: O=C(O)CCn1c[nH+]cn1
electronic energy: -13873.223 eV

XYZ file:
```
18
Properties=species:S:1:pos:R:3:nbo_charge:R:1
O -2.56 -1.21 0.07 -0.543
C -1.59 -1.91 -0.11 0.785
O -1.57 -3.20 0.23 -0.638
C -0.33 -1.41 -0.81 -0.552
C -0.42 0.08 -1.07 -0.220
N 0.20 0.90 -0.02 -0.113
C 1.37 1.42 -0.14 0.269
N 1.60 2.11 0.96 -0.486
C 0.49 1.97 1.74 0.209
N -0.36 1.25 1.16 -0.182
H -0.66 -3.52 0.25 0.486
H -0.30 -1.91 -1.76 0.265
H 0.55 -1.70 -0.25 0.231
H -1.44 0.40 -1.18 0.283
H 0.11 0.30 -1.98 0.227
H 2.07 1.34 -0.94 0.260
H 2.43 2.64 1.17 0.463
H 0.38 2.44 2.69 0.254
```

# C32H38BrClF5GeO3RuSe2

C32H38BrClF5GeO3RuSe2 as an isolated structure (ωB97M-V/def2-TZVPD, the OMol25 dataset).

Values from the calculation:
Kohn-Sham gap (alpha / beta): 0.26593 / 0.19154 hartree
relative energy (zero: lowest compared OMol25 entry of this formula, charge and spin): 29.4 kcal per mole
2S+1: 6
electronic energy: -325883.057 eV

XYZ file:
```
84
Properties=species:S:1:pos:R:3:lowdin_spin:R:1
Ru -0.50 0.87 -1.26 3.720
Cl -7.61 -1.40 -3.13 0.002
C -6.01 -1.11 -2.52 0.007
C -5.46 -1.99 -1.57 -0.001
C -4.21 -1.77 -1.08 0.010
C -3.42 -0.64 -1.47 0.010
O -2.26 -0.49 -0.97 0.133
C -4.01 0.24 -2.44 0.009
C -3.34 1.39 -2.92 0.005
O -2.28 1.89 -2.51 0.089
C -5.30 -0.03 -2.96 -0.002
H -6.04 -2.84 -1.25 0.000
H -3.77 -2.44 -0.35 0.000
H -3.83 1.89 -3.77 0.004
H -5.72 0.65 -3.69 0.000
C 2.47 -4.65 4.01 0.001
C 1.39 -4.98 2.96 0.002
C 2.01 -5.92 1.92 0.000
C 0.23 -5.72 3.64 0.001
C 0.91 -3.68 2.33 0.018
C 1.11 -3.36 1.00 0.000
C 0.70 -2.13 0.55 0.023
Br 0.92 -1.67 -1.29 0.081
C 0.12 -1.10 1.34 0.008
O -0.01 0.10 0.87 0.172
C -0.22 -1.50 2.68 0.020
C 0.24 -2.74 3.12 -0.002
C -1.01 -0.65 3.68 0.002
C -1.80 0.50 3.06 0.002
C -0.03 -0.07 4.71 0.001
C -2.03 -1.55 4.41 0.001
H 2.84 -5.57 4.47 0.000
H 2.07 -4.01 4.80 0.000
H 3.30 -4.13 3.55 0.000
H 2.31 -6.85 2.41 0.000
H 2.89 -5.48 1.46 0.000
H 1.29 -6.17 1.14 0.000
H 0.58 -6.65 4.07 0.000
H -0.55 -5.95 2.91 0.000
H -0.22 -5.12 4.43 0.000
H 1.57 -4.05 0.31 0.000
H 0.05 -3.00 4.15 0.000
H -1.15 1.31 2.77 0.003
H -2.51 0.88 3.80 0.000
H -2.37 0.17 2.18 0.000
H 0.72 0.55 4.21 0.000
H 0.49 -0.86 5.26 0.000
H -0.57 0.55 5.43 0.000
H -2.67 -2.05 3.69 0.000
H -2.65 -0.94 5.06 0.000
H -1.55 -2.31 5.03 0.000
C 3.17 1.67 -1.81 0.007
Ge 3.44 1.24 -3.70 0.001
C 4.79 -0.17 -3.97 0.000
C 3.93 2.83 -4.75 0.000
C 1.78 0.43 -4.49 0.013
Se 0.01 1.04 -3.92 0.096
C 0.24 2.94 -4.22 0.016
H 4.06 1.46 -1.21 0.001
H 2.36 1.05 -1.40 0.004
H 2.90 2.72 -1.68 0.000
H 5.78 0.18 -3.68 0.000
H 4.82 -0.45 -5.02 0.000
H 4.54 -1.05 -3.38 0.000
H 4.93 3.16 -4.46 0.000
H 3.24 3.66 -4.61 0.000
H 3.95 2.58 -5.81 0.000
H 1.78 -0.64 -4.27 0.000
H 1.80 0.54 -5.57 0.003
H 1.10 3.29 -3.65 0.001
H -0.66 3.44 -3.87 0.000
H 0.39 3.12 -5.29 0.003
F -0.32 8.72 0.09 0.007
C -0.31 7.39 0.14 0.022
C -0.71 6.74 1.30 -0.003
F -1.10 7.45 2.36 -0.003
C -0.71 5.36 1.34 0.027
F -1.10 4.75 2.46 0.009
C -0.29 4.59 0.25 0.052
Se -0.20 2.70 0.47 0.400
C 0.11 5.28 -0.88 0.023
F 0.53 4.59 -1.95 0.008
C 0.12 6.66 -0.95 -0.004
F 0.53 7.28 -2.05 -0.003
```

# C6H8N2O2

The molecule C6H8N2O2 (ωB97M-V/def2-TZVPD, the OMol25 dataset).

Values from the calculation:
Kohn-Sham gap: 0.33352 hartree
relative energy (zero: lowest compared OMol25 entry of this formula, charge and spin): 38.3 kcal per mole
SMILES: COc1nc(=O)c(C)c[nH]1
electronic energy: -13425.711 eV

XYZ file:
```
18
Properties=species:S:1:pos:R:3:nbo_charge:R:1
C -2.73 -1.66 1.07 -0.244
O -1.39 -1.61 1.42 -0.493
C -0.51 -0.97 0.57 0.743
N -0.78 -0.73 -0.70 -0.581
C -0.02 0.07 -1.44 0.608
O -0.20 0.29 -2.65 -0.599
C 1.15 0.84 -0.73 -0.087
C 2.01 2.01 -1.26 -0.642
C 1.53 0.40 0.58 -0.030
N 0.65 -0.49 1.13 -0.569
H -3.04 -0.74 0.62 0.200
H -2.95 -2.53 0.53 0.189
H -3.32 -1.85 1.94 0.190
H 1.29 2.66 -1.74 0.236
H 2.63 2.47 -0.46 0.209
H 2.66 1.67 -2.10 0.228
H 2.30 0.93 1.08 0.224
H 0.71 -0.75 2.14 0.418
```

# C12H6Br2F9N4O6Pb

C12H6Br2F9N4O6Pb as an isolated structure (ωB97M-V/def2-TZVPD, the OMol25 dataset).

Values from the calculation:
Kohn-Sham gap: 0.25094 hartree
relative energy (zero: lowest compared OMol25 entry of this formula, charge and spin): 0.0 kcal per mole
total charge: +1
electronic energy: -200570.021 eV

XYZ file:
```
40
Properties=species:S:1:pos:R:3:nbo_charge:R:1
Pb -0.57 0.71 -1.88 1.501
Br -0.25 3.83 -1.50 0.095
C -2.12 4.35 -1.60 -0.522
Br -3.30 2.92 -2.10 0.088
H -2.20 5.13 -2.34 0.247
H -2.41 4.69 -0.61 0.241
O -2.50 -6.15 -2.37 -0.334
C -2.19 -5.01 -2.27 0.367
C -0.73 -4.46 -2.22 0.366
O 0.26 -5.09 -2.03 -0.333
C -0.83 -2.92 -2.28 0.394
C -2.29 -2.53 -1.98 0.396
O -2.62 -1.45 -1.59 -0.421
C -3.16 -3.79 -2.20 0.368
O -4.34 -3.80 -2.38 -0.337
O 0.01 -2.12 -2.60 -0.409
F 1.56 -0.55 1.44 -0.334
C 2.35 -0.79 0.36 0.962
F 1.73 -1.74 -0.35 -0.311
F 3.49 -1.29 0.82 -0.296
C 2.54 0.50 -0.49 0.034
O 1.50 0.69 -1.33 -0.952
C 2.71 1.72 0.45 0.965
F 1.50 2.08 0.97 -0.346
F 3.16 2.78 -0.21 -0.300
F 3.52 1.48 1.49 -0.304
C 3.83 0.33 -1.35 0.966
F 3.86 1.24 -2.32 -0.300
F 3.83 -0.88 -1.92 -0.309
F 4.94 0.46 -0.62 -0.307
N -1.67 0.47 4.95 -0.750
C -1.24 0.88 3.75 0.672
N -0.30 1.83 3.70 -0.771
N -1.82 0.33 2.69 -0.630
C -1.48 0.56 1.48 0.627
N -1.28 0.70 0.34 -0.713
H -1.34 0.86 5.81 0.413
H -2.40 -0.22 4.97 0.432
H 0.16 2.16 4.53 0.416
H 0.09 2.10 2.81 0.430
```

# C3H4N2S

The molecule C3H4N2S (ωB97M-V/def2-TZVPD, the OMol25 dataset).

Values from the calculation:
Kohn-Sham gap: 0.33701 hartree
relative energy (zero: lowest compared OMol25 entry of this formula, charge and spin): 40.6 kcal per mole
SMILES: CS/N=C/C#N
electronic energy: -16989.733 eV

XYZ file:
```
10
Properties=species:S:1:pos:R:3:nbo_charge:R:1
C 0.39 -1.46 1.53 -0.764
S 0.84 0.16 0.99 0.435
N -0.13 0.21 -0.38 -0.485
C -0.12 1.30 -0.99 -0.022
C -0.84 1.44 -2.27 0.225
N -1.46 1.52 -3.25 -0.278
H 1.08 -1.75 2.35 0.237
H -0.62 -1.48 1.94 0.225
H 0.43 -2.14 0.72 0.235
H 0.41 2.20 -0.64 0.192
```

# ClH2NO2S

A 2-piece molecular cluster, ClH2NO2S overall (ωB97M-V/def2-TZVPD, the OMol25 dataset).

Values from the calculation:
Kohn-Sham gap: 0.39688 hartree
relative energy (zero: lowest compared OMol25 entry of this formula, charge and spin): 29.8 kcal per mole
SMILES: N=S(=O)=O.Cl
electronic energy: -28973.187 eV

XYZ file:
```
7
Properties=species:S:1:pos:R:3:nbo_charge:R:1
N -1.87 -1.57 0.63 -1.022
S -1.23 -0.41 -0.03 2.311
O -1.76 0.32 -1.14 -0.843
O -0.22 0.22 0.70 -0.839
H -2.62 -2.01 0.25 0.393
Cl 4.16 1.18 -0.38 -0.275
H 3.55 2.28 -0.03 0.275
```